# 1
Density functional theory data (ωB97M-V/def2-TZVPD) for C3H6N2O in the gas phase.

Output
energy relative to the best compared isomer or geometry (same formula, charge and spin) = 161.5 kcal/mol
gap between HOMO and LUMO (alpha / beta) = 8.043 / 7.926 eV
HOMO (alpha / beta) = -8.05 / -7.82 eV
LUMO level (alpha / beta) = -0.0004 / 0.0040 hartree

CARTESIAN COORDINATES (ANGSTROEM)
1 C 0.118 0.027 -0.335
2 N 0.117 -0.584 -1.595
3 C -0.881 -0.550 0.669
4 C -1.680 -0.090 1.613
5 O 2.298 0.498 -0.614
6 N 1.126 0.767 0.131
7 H 2.951 1.053 -0.173
8 H -0.178 -1.548 -1.569
9 H 0.983 -0.450 -2.097
10 H -0.788 0.743 -0.118
11 H -1.926 0.950 1.814
12 H -2.142 -0.816 2.275

---

# 2
Density functional theory data (ωB97M-V/def2-TZVPD) for C3H6N2O in the gas phase.

Output
energy relative to the best compared isomer or geometry (same formula, charge and spin) = 25.1 kcal/mol
SMILES = [H]/N=C/N(C)C=O
gap between HOMO and LUMO = 10.624 eV
HOMO = -9.83 eV
LUMO level = 0.0293 hartree

CARTESIAN COORDINATES (ANGSTROEM)
1 H 1.943 2.085 0.864
2 N 1.264 1.678 0.222
3 C 0.917 0.521 0.600
4 N 0.021 -0.252 -0.153
5 C -1.158 -0.754 0.536
6 C 0.036 -0.216 -1.533
7 O -0.842 -0.681 -2.226
8 H 1.253 0.014 1.513
9 H -1.750 -1.329 -0.177
10 H -1.762 0.083 0.905
11 H -0.878 -1.390 1.382
12 H 0.956 0.240 -1.933